DFT (ωB97M-V with the def2-TZVPD basis set) results for one molecule with the formula C5H6O.

Structure (XYZ):
```
12
Properties=species:S:1:pos:R:3:forces:R:3:mulliken_charge:R:1
C -1.1026 0.4922 -0.1912 -0.013 0.058 0.022 -0.507
C 0.2076 1.0554 0.3316 0.026 0.176 -0.207 -0.275
C 1.3016 0.3699 -0.2308 -0.056 -0.093 0.126 -0.343
C 0.8256 -0.9094 -0.4275 0.074 0.095 -0.040 -0.319
O -0.2080 -0.7846 1.4125 0.033 -0.043 0.247 -0.601
C -0.5925 -0.9062 0.0654 -0.097 -0.162 -0.248 -0.074
H -1.9566 0.7092 0.4516 0.127 -0.034 -0.084 0.264
H -1.3058 0.8031 -1.2261 0.064 -0.049 0.147 0.293
H 0.2956 2.0007 0.8634 0.000 -0.177 -0.029 0.381
H 2.3375 0.6811 -0.1793 -0.172 -0.050 -0.017 0.364
H 1.4067 -1.7984 -0.6495 -0.100 0.130 0.040 0.380
H -1.2211 -1.7695 -0.1872 0.114 0.149 0.043 0.437
```
Forces are in eV/Å.

## Properties
Total charge = 0
Energy = -269.20112 Eh